Version 1
# C3H6FNS

A single C3H6FNS molecule (ωB97M-V with the def2-TZVPD basis set, OMol25).

## Properties
Multiplicity: 1
Total charge: 0
SMILES: CS/N=C\CF
LUMO energy, eV: 0.87
Frontier orbital gap, eV: 9.8
HOMO, Ha: -0.3277

XYZ file:
```
12
C3H6FNS, DFT ωB97M-V with the def2-TZVPD basis set
C -1.46 0.79 2.37
S 0.01 0.59 1.27
N -0.93 -0.01 -0.12
C -0.30 -0.42 -1.17
C 1.17 -0.44 -1.35
F 1.43 -1.14 -2.49
H -1.94 -0.16 2.71
H -1.10 1.37 3.23
H -2.26 1.33 1.89
H -0.80 -0.80 -2.06
H 1.62 -0.85 -0.47
H 1.55 0.57 -1.43
```

Here are the Mulliken charges for atoms 1 to 2, given in e: -0.76, -0.05

Version 2
# C3H6FNS

A single C3H6FNS molecule (ωB97M-V with the def2-TZVPD basis set, OMol25).

## Properties
Multiplicity: 1
Total charge: 0
SMILES: C/C(CF)=N/S
LUMO energy, eV: 0.81
Frontier orbital gap, eV: 9.5
HOMO, Ha: -0.3184

XYZ file:
```
12
C3H6FNS, DFT ωB97M-V with the def2-TZVPD basis set
C 1.22 -1.15 -0.27
C 0.00 -0.33 -0.15
C 0.06 1.10 0.27
F -0.37 2.06 -0.59
N -1.21 -0.81 -0.34
S -2.66 -0.23 -0.17
H 1.87 -0.91 -1.15
H 1.61 -0.99 0.73
H 0.97 -2.12 -0.32
H -0.48 1.20 1.24
H 1.22 1.16 0.38
H -2.23 1.02 0.36
```

Here are the Mulliken charges for atoms 1 to 2, given in e: -1.28, 1.00

Which of them is most stable? Easy: version 1.

Version 1
# C24H26N4O5

A single C24H26N4O5 molecule (ωB97M-V with the def2-TZVPD basis set, OMol25).

## Properties
Multiplicity: 1
Total charge: 0
SMILES: CCOC(=O)N1CCN(C(=O)c2ccc3c(=O)n(CCc4ccccc4)c(=O)[nH]c3c2)CC1
LUMO energy, eV: 0.14
Frontier orbital gap, eV: 9.1
HOMO, Ha: -0.3310

XYZ file:
```
59
C24H26N4O5, DFT ωB97M-V with the def2-TZVPD basis set
C -1.22 -7.52 -3.54
C -1.86 -6.62 -2.49
O -1.78 -5.24 -2.85
C -0.61 -4.63 -2.58
O 0.33 -5.15 -2.02
N -0.62 -3.35 -3.03
C 0.49 -2.48 -2.73
C -0.01 -1.20 -2.08
N -0.96 -0.54 -2.96
C -1.50 0.67 -2.69
O -2.38 1.17 -3.37
C -0.93 1.36 -1.49
C 0.25 2.10 -1.61
C 0.76 2.76 -0.52
C 0.10 2.70 0.71
C 0.68 3.36 1.88
O 1.68 4.05 1.85
N 0.00 3.14 3.08
C 0.67 3.52 4.31
C 1.40 2.30 4.90
C 2.23 1.65 3.83
C 3.50 2.11 3.53
C 4.21 1.59 2.46
C 3.64 0.61 1.67
C 2.38 0.13 1.96
C 1.68 0.65 3.04
C -1.19 2.45 3.21
O -1.75 2.30 4.27
N -1.71 1.94 2.04
C -1.09 1.98 0.82
C -1.60 1.31 -0.29
C -1.48 -1.33 -4.06
C -1.81 -2.74 -3.60
H -1.68 -7.34 -4.51
H -1.35 -8.56 -3.27
H -0.16 -7.30 -3.61
H -1.36 -6.77 -1.52
H -2.93 -6.83 -2.39
H 1.15 -3.02 -2.04
H 1.05 -2.25 -3.64
H 0.83 -0.53 -1.87
H -0.49 -1.44 -1.12
H 0.75 2.15 -2.57
H 1.68 3.33 -0.57
H 1.38 4.31 4.06
H -0.08 3.89 5.01
H 0.66 1.60 5.29
H 2.03 2.64 5.73
H 3.94 2.90 4.14
H 5.20 1.96 2.24
H 4.19 0.21 0.83
H 1.93 -0.64 1.35
H 0.69 0.27 3.27
H -2.59 1.45 2.14
H -2.53 0.76 -0.20
H -0.75 -1.36 -4.87
H -2.38 -0.83 -4.42
H -2.61 -2.72 -2.85
H -2.16 -3.34 -4.44
```

Here are the Mulliken charges for atoms 1 to 2, given in e: -1.12, -0.27

Version 2
# C24H26N4O5

A single C24H26N4O5 molecule (ωB97M-V with the def2-TZVPD basis set, OMol25).

## Properties
Multiplicity: 1
Total charge: 0
SMILES: CCOC(=O)N1CCN(C(=O)c2ccc3c(=O)n(CCc4ccccc4)c(=O)[nH]c3c2)CC1
LUMO energy, eV: 0.04
Frontier orbital gap, eV: 9.1
HOMO, Ha: -0.3320

XYZ file:
```
59
C24H26N4O5, DFT ωB97M-V with the def2-TZVPD basis set
C 7.86 1.11 1.42
C 7.41 1.62 0.05
O 6.32 0.86 -0.46
C 5.10 1.21 0.00
O 4.89 2.11 0.78
N 4.12 0.46 -0.55
C 2.76 0.61 -0.09
C 2.32 -0.65 0.67
N 2.51 -1.81 -0.17
C 1.53 -2.50 -0.79
O 1.75 -3.31 -1.67
C 0.14 -2.25 -0.30
C -0.24 -2.62 1.00
C -1.53 -2.44 1.42
C -2.48 -1.90 0.55
C -3.86 -1.65 1.02
O -4.24 -1.90 2.14
N -4.71 -1.09 0.08
C -6.02 -0.66 0.54
C -5.89 0.65 1.34
C -5.09 1.65 0.55
C -5.69 2.45 -0.40
C -4.94 3.30 -1.20
C -3.56 3.34 -1.05
C -2.95 2.55 -0.10
C -3.71 1.71 0.70
C -4.37 -0.77 -1.23
O -5.16 -0.32 -2.02
N -3.07 -1.04 -1.59
C -2.12 -1.55 -0.75
C -0.80 -1.74 -1.17
C 3.88 -1.97 -0.62
C 4.33 -0.71 -1.38
H 8.73 1.67 1.75
H 8.11 0.06 1.36
H 7.06 1.25 2.14
H 8.21 1.51 -0.69
H 7.12 2.67 0.12
H 2.71 1.49 0.55
H 2.10 0.76 -0.96
H 1.27 -0.56 0.96
H 2.93 -0.76 1.57
H 0.50 -3.04 1.67
H -1.85 -2.71 2.42
H -6.64 -0.51 -0.34
H -6.43 -1.44 1.18
H -5.39 0.44 2.29
H -6.89 1.03 1.55
H -6.77 2.41 -0.53
H -5.42 3.91 -1.94
H -2.97 4.00 -1.67
H -1.87 2.58 0.03
H -3.22 1.09 1.45
H -2.83 -0.80 -2.54
H -0.52 -1.48 -2.18
H 3.93 -2.84 -1.26
H 4.52 -2.12 0.26
H 5.39 -0.78 -1.64
H 3.74 -0.61 -2.29
```

Here are the Mulliken charges for atoms 1 to 2, given in e: -1.11, -0.28

Which of them is most stable? Easy: version 2.

Version 1
# CH3FS2

2 unconnected molecules or ions with the total composition CH3FS2 (ωB97M-V with the def2-TZVPD basis set, OMol25).

## Properties
Multiplicity: 1
Total charge: 0
LUMO energy (spin up / spin down), eV: -2.25 / -0.11
Frontier orbital gap (spin up / spin down), eV: 5.8 / 9.6
HOMO (spin up / spin down), Ha: -0.2963 / -0.3585

XYZ file:
```
7
CH3FS2, DFT ωB97M-V with the def2-TZVPD basis set
C 1.70 0.14 -0.39
F 2.21 -0.97 0.17
S 0.08 0.53 -0.01
S -3.03 -0.50 -0.14
H 2.02 0.25 -1.41
H 0.08 -0.08 1.18
H -3.07 0.62 0.60
```

Here are the Mulliken charges for atoms 1 to 2, given in e: -0.10, -0.20

Version 2
# CH3FS2

2 unconnected molecules or ions with the total composition CH3FS2 (ωB97M-V with the def2-TZVPD basis set, OMol25).

## Properties
Multiplicity: 1
Total charge: 0
SMILES: S=CS.F
LUMO energy, eV: -0.63
Frontier orbital gap, eV: 8.6
HOMO, Ha: -0.3386

XYZ file:
```
7
CH3FS2, DFT ωB97M-V with the def2-TZVPD basis set
S -0.10 1.00 1.92
C 0.23 0.52 0.41
S -0.20 -0.97 -0.36
H 0.79 1.15 -0.28
H -0.85 -1.50 0.69
F 0.35 -0.37 -2.86
H 0.34 0.20 -2.11
```

Here are the Mulliken charges for atoms 1 to 2, given in e: -0.19, -0.18

Which of them is most stable? Easy: version 2.

Version 1
# C16H21AsCl2N3RuSSi2

A molecular structure, C16H21AsCl2N3RuSSi2 (ωB97M-V with the def2-TZVPD basis set, OMol25).

## Properties
Multiplicity: 1
Total charge: +1
LUMO energy (spin up / spin down), eV: -5.38 / -5.77
Frontier orbital gap (spin up / spin down), eV: 5.9 / 5.5
HOMO (spin up / spin down), Ha: -0.4137 / -0.4154

XYZ file:
```
47
C16H21AsCl2N3RuSSi2, DFT ωB97M-V with the def2-TZVPD basis set
Ru -0.97 -0.49 0.94
Cl -0.68 1.08 2.71
C -1.25 2.60 2.00
C -1.16 3.73 2.78
C -1.60 4.93 2.23
C -2.09 4.96 0.94
C -2.16 3.80 0.18
Cl -2.76 3.87 -1.43
C -1.74 2.56 0.70
S -1.88 1.12 -0.30
H -0.77 3.68 3.79
H -1.55 5.83 2.81
H -2.43 5.89 0.50
N -2.37 -1.72 0.63
C -2.84 -2.67 0.10
C -3.31 -3.79 -0.47
C -4.23 -3.71 -1.55
N -4.96 -3.63 -2.44
C -2.81 -5.03 0.03
N -2.35 -5.99 0.46
C 1.48 2.20 -1.28
Si 1.17 0.69 -2.32
C -0.20 0.84 -3.57
C 2.73 -0.04 -3.03
As 0.51 -1.04 -0.70
Si 1.74 -2.05 1.12
C 0.33 -2.77 2.12
C 2.96 -3.32 0.51
C 2.59 -0.64 2.01
H 1.83 3.00 -1.95
H 2.26 2.04 -0.54
H 0.58 2.55 -0.78
H 0.19 1.48 -4.38
H -1.10 1.30 -3.17
H -0.46 -0.12 -4.02
H 3.16 0.65 -3.77
H 2.53 -0.99 -3.54
H 3.49 -0.21 -2.27
H -0.23 -3.54 1.59
H -0.39 -2.02 2.50
H 0.75 -3.21 3.02
H 2.49 -4.12 -0.05
H 3.47 -3.76 1.37
H 3.71 -2.86 -0.13
H 1.94 -0.20 2.77
H 2.91 0.16 1.34
H 3.48 -1.02 2.51
```

Here are the Mulliken charges for atoms 1 to 2, given in e: -0.06, -0.14

Version 2
# C16H21AsCl2N3RuSSi2

A molecular structure, C16H21AsCl2N3RuSSi2 (ωB97M-V with the def2-TZVPD basis set, OMol25).

## Properties
Multiplicity: 1
Total charge: +1
LUMO energy (spin up / spin down), eV: -6.00 / -5.95
Frontier orbital gap (spin up / spin down), eV: 5.7 / 5.7
HOMO (spin up / spin down), Ha: -0.4281 / -0.4275

XYZ file:
```
47
C16H21AsCl2N3RuSSi2, DFT ωB97M-V with the def2-TZVPD basis set
Ru -0.42 1.19 0.33
Cl -0.62 3.52 0.62
C -0.88 3.59 2.34
C -1.44 4.74 2.86
C -1.64 4.82 4.23
C -1.28 3.76 5.05
C -0.72 2.61 4.51
Cl -0.28 1.32 5.55
C -0.51 2.50 3.13
S 0.21 1.04 2.48
H -1.71 5.56 2.21
H -2.08 5.71 4.66
H -1.44 3.81 6.12
N -1.94 0.92 -0.81
C -3.09 0.77 -1.05
C -4.36 0.48 -1.40
C -5.40 1.43 -1.27
N -6.23 2.22 -1.18
C -4.58 -0.83 -1.91
N -4.69 -1.91 -2.30
C 2.19 -3.37 0.32
Si 2.78 -1.59 0.32
C 4.26 -1.24 -0.79
C 3.02 -0.90 2.05
As 1.04 -0.21 -0.74
Si 0.20 -1.52 -2.67
C 1.78 -2.15 -3.46
C -0.96 -2.84 -2.01
C -0.63 -0.26 -3.78
H 2.90 -4.00 0.86
H 2.09 -3.77 -0.69
H 1.22 -3.46 0.82
H 5.15 -1.74 -0.40
H 4.46 -0.16 -0.81
H 4.10 -1.57 -1.81
H 3.86 -1.39 2.55
H 2.13 -1.06 2.67
H 3.22 0.17 2.02
H 2.29 -2.90 -2.85
H 2.47 -1.32 -3.63
H 1.56 -2.61 -4.43
H -0.47 -3.50 -1.29
H -1.33 -3.46 -2.83
H -1.83 -2.39 -1.52
H 0.06 0.55 -4.03
H -1.52 0.18 -3.32
H -0.96 -0.73 -4.71
```

Here are the Mulliken charges for atoms 1 to 2, given in e: -0.17, -0.10

Which of them is most stable? Easy: version 1.